# 1
{"formula": "C4H9NO", "method": "the ωB97M-V functional and the def2-TZVPD basis", "symbols": ["C", "C", "C", "O", "C", "N", "H", "H", "H", "H", "H", "H", "H", "H", "H"], "positions_angstrom": [[-1.3089, -0.9683, 0.0001], [-0.1139, -0.0312, 0.0017], [1.0883, -0.5052, -0.8059], [2.2104, 0.3067, -0.5903], [-0.3202, 1.4221, 0.1822], [0.3031, 0.6239, 1.2426], [-2.2496, -0.4332, -0.1592], [-1.2111, -1.7058, -0.8036], [-1.3897, -1.5257, 0.9403], [1.2940, -1.5569, -0.5377], [0.8513, -0.4768, -1.8764], [2.1837, 0.5119, 0.3615], [-1.3424, 1.7646, 0.3367], [0.3450, 2.1345, -0.2985], [-0.3401, 0.4393, 2.0066]], "forces_ev_per_a": [[-0.02, -0.05, -0.02], [-0.01, -0.06, -0.10], [-0.27, -0.18, -0.11], [0.10, 0.03, 0.21], [-0.10, 0.24, -0.16], [-0.05, -0.10, 0.31], [0.13, -0.05, 0.06], [-0.02, 0.10, 0.08], [0.08, 0.06, -0.12], [-0.02, 0.15, -0.02], [0.02, -0.01, 0.14], [0.07, 0.04, -0.16], [0.17, -0.06, -0.03], [-0.09, -0.11, 0.06], [0.02, 0.01, -0.13]], "charge": 0, "smiles": "C[C@@]1(CO)CN1", "lumo_ev": 0.99, "de_lowest_ev": 1.9068, "energy_ev": -7830.413, "molar_mass_g_mol": 87.12, "orbital_gap_ev": 10.585}

---

# 2
{"formula": "H34O17", "method": "the ωB97M-V functional and the def2-TZVPD basis", "symbols": ["O", "H", "H", "O", "H", "H", "O", "H", "H", "O", "H", "H", "O", "H", "H", "O", "H", "H", "O", "H", "H", "O", "H", "H", "O", "H", "H", "O", "H", "H", "O", "H", "H", "O", "H", "H", "O", "H", "H", "O", "H", "H", "O", "H", "H", "O", "H", "H", "O", "H", "H"], "positions_angstrom": [[-1.0859, -2.0578, 0.6661], [-1.5959, -1.9048, -0.0449], [-0.4929, -2.6278, 0.3191], [2.0231, 2.5312, -0.8359], [2.2941, 3.3502, -1.2449], [1.2421, 2.5842, -1.1229], [1.1111, 1.7722, 1.4411], [1.6931, 2.1372, 0.6811], [1.5571, 2.0042, 2.2271], [-1.5259, 1.2292, -3.0879], [-2.5199, 1.4482, -3.1049], [-1.5729, 0.8932, -2.2529], [0.2771, -0.3668, -0.3879], [-0.3359, -0.7728, 0.1601], [-0.0619, 0.4542, -0.1239], [1.3271, -0.8038, 2.8211], [1.1011, 0.0972, 2.3831], [0.5251, -0.9678, 3.4341], [0.0101, -1.6668, -2.4029], [0.8531, -2.1878, -2.5139], [0.1971, -0.9498, -1.9189], [2.7941, -1.7948, -2.1869], [2.4311, -1.2178, -1.4829], [2.6581, -1.5318, -3.0829], [2.7761, -2.1118, 1.3461], [2.7631, -1.1908, 0.8711], [3.5811, -2.1218, 1.9001], [-2.6999, -0.6348, -1.3649], [-3.5019, -1.2768, -1.6799], [-2.0319, -0.8368, -2.1209], [0.0161, 2.8242, -1.2359], [-0.3899, 2.5872, -2.0529], [-0.1729, 3.7152, -1.3339], [-2.6249, 1.1272, -0.2559], [-2.7929, 0.3142, -0.6119], [-3.1629, 1.9202, -0.4279], [0.4481, -3.4288, -0.0449], [0.5891, -3.6638, -0.9579], [1.2051, -2.7838, 0.1821], [2.2891, -0.6728, -0.3589], [1.5861, -0.0638, -0.2779], [2.9011, 0.0292, -0.0599], [-2.1199, 1.4032, 2.4801], [-1.8539, 1.0202, 1.6691], [-3.1019, 1.5462, 2.2521], [-0.2659, 3.6202, 1.6671], [0.1721, 2.7732, 1.7531], [-1.2099, 3.4672, 1.5831], [-1.6849, -2.7628, 3.0991], [-1.4879, -2.3828, 2.1331], [-2.1269, -2.0688, 3.5101]], "forces_ev_per_a": [[-3.67, 4.62, 6.25], [-3.76, 0.92, -3.63], [3.54, -3.91, -1.52], [14.16, -0.91, 3.89], [1.48, 0.43, 0.29], [-9.12, -0.67, -3.05], [1.77, -1.91, -2.11], [-0.90, -0.13, 0.79], [1.14, 0.28, 1.64], [-2.60, 2.08, -3.37], [2.08, -0.08, -0.79], [0.69, -1.42, 4.09], [-2.65, 2.89, -1.88], [-1.89, -3.51, 2.43], [-0.54, 3.44, 0.01], [-2.95, 2.33, 0.95], [0.39, -2.30, 1.08], [1.80, 0.31, -1.45], [-1.01, -5.49, -4.20], [-0.96, 1.03, 0.19], [1.40, 3.85, 2.77], [0.81, -2.72, -1.84], [0.43, 0.18, -1.12], [-0.05, 0.59, -0.67], [1.93, 0.81, -0.13], [-0.08, -3.51, 2.05], [-0.83, -0.29, -0.26], [-1.71, -8.37, -6.47], [2.68, 2.19, 1.37], [-0.99, 0.19, 1.65], [-5.12, -0.76, -0.96], [-0.85, -1.66, -1.47], [-0.42, 3.38, 1.02], [1.69, 8.14, 4.27], [-1.91, -1.92, -1.10], [0.20, -1.13, -0.02], [4.10, -0.77, -0.29], [0.17, -0.18, -0.43], [-0.73, -1.68, -0.08], [5.06, 3.78, 2.02], [-2.05, 0.23, 0.10], [1.48, -0.56, -0.90], [-2.94, 0.91, 0.92], [0.64, -0.65, -1.50], [2.20, -0.29, 0.83], [-1.26, 2.68, -0.02], [-0.73, -0.15, -0.30], [0.09, -0.20, 0.30], [1.59, -0.70, -3.22], [-0.55, -1.25, 2.58], [-1.27, 1.84, 1.30]], "charge": 0, "lumo_ev": -0.61, "de_lowest_ev": 12.4424, "energy_ev": -35349.569, "molar_mass_g_mol": 306.25, "orbital_gap_ev": 8.821}

---

# 3
{"formula": "C2H5NOS", "method": "the ωB97M-V functional and the def2-TZVPD basis", "symbols": ["C", "S", "C", "N", "O", "H", "H", "H", "H", "H"], "positions_angstrom": [[-0.2471, 0.3381, 1.8937], [-0.9495, 0.5034, 0.2389], [0.2359, -0.2438, -0.8232], [-0.0566, -0.5138, -2.2007], [1.3523, -0.4653, -0.4440], [0.5327, 1.0984, 2.1523], [-1.2775, 0.4706, 2.5353], [0.3490, -0.6233, 2.1254], [0.7389, -0.9282, -2.6292], [-0.6780, 0.3639, -2.8484]], "forces_ev_per_a": [[-0.30, -0.38, 1.83], [-0.69, -0.22, -0.31], [0.79, 0.56, -2.03], [-4.07, 4.02, -0.31], [0.65, -0.80, 0.85], [-1.12, -0.11, -0.38], [2.97, -0.44, -1.19], [-1.66, 1.06, -0.67], [0.64, 0.19, -0.62], [2.79, -3.89, 2.83]], "charge": 0, "smiles": "CSC(N)=O", "lumo_ev": 0.58, "de_lowest_ev": 1.5916, "energy_ev": -16526.790, "molar_mass_g_mol": 91.13, "orbital_gap_ev": 9.944}

---

# 4
{"formula": "C11H14N3", "method": "the ωB97M-V functional and the def2-TZVPD basis", "symbols": ["C", "C", "N", "C", "C", "C", "C", "C", "N", "C", "C", "C", "N", "C", "H", "H", "H", "H", "H", "H", "H", "H", "H", "H", "H", "H", "H", "H"], "positions_angstrom": [[-1.1384, 2.0431, 2.0314], [-0.6749, 0.7982, 1.4539], [-0.4835, 0.7547, 0.1629], [0.2546, -0.3337, -0.4036], [0.7063, -0.2723, -1.7332], [1.0509, 0.9192, -2.3747], [1.2019, 0.9150, -3.7341], [1.0024, -0.2488, -4.4433], [0.8834, -1.4337, -3.8394], [0.6251, -1.4816, -2.5725], [0.3023, -1.6191, 0.3764], [-0.5891, -1.6118, 1.5321], [-0.5174, -0.3129, 2.1766], [-0.2828, -0.3005, 3.6566], [-0.5740, 2.7926, 1.5676], [-1.1537, 2.3035, 3.1715], [-2.2398, 2.1294, 1.7887], [-0.4545, 1.6409, -0.3586], [1.0190, 1.9132, -1.9027], [1.3084, 1.7768, -4.2225], [1.0253, -0.3222, -5.4800], [0.3803, -2.3584, -2.0870], [0.9659, -2.4444, -0.0630], [-1.6501, -1.9089, 1.3456], [-0.1865, -2.2450, 2.3154], [-1.2656, -0.4705, 4.0565], [0.2053, -1.1878, 3.7014], [0.2789, 0.5649, 3.8775]], "forces_ev_per_a": [[-2.12, 1.28, 2.61], [-0.12, -2.12, 2.65], [1.29, -0.43, -2.03], [-0.77, -5.50, 4.25], [0.32, -0.48, -2.71], [-0.77, -0.02, 0.79], [-0.92, -2.74, 0.56], [1.05, -0.44, 1.77], [-0.96, -0.76, -0.79], [1.24, 4.19, 1.29], [0.96, 4.75, -4.77], [-0.05, -1.02, 1.26], [-0.23, 1.99, -0.81], [-2.45, 0.79, -2.85], [0.38, 1.65, -0.68], [0.53, -1.28, -2.03], [1.14, 0.09, -0.14], [-0.37, -0.69, 0.34], [0.38, -0.62, 0.19], [0.62, 3.32, -1.92], [0.13, 0.30, -1.74], [-0.50, -2.00, 0.57], [-1.32, 1.28, 1.20], [0.64, 0.22, -0.06], [-0.29, -0.77, -0.21], [-0.22, 0.56, 1.08], [2.08, -2.25, 1.29], [0.33, 0.69, 0.90]], "charge": 1, "smiles": "CC1=[NH+]C(c2cccnc2)=CCN1C", "lumo_ev": -3.74, "de_lowest_ev": 1.4026, "energy_ev": -16095.759, "molar_mass_g_mol": 188.25, "orbital_gap_ev": 8.115}

---

# 5
{"formula": "C9H20NO", "method": "the ωB97M-V functional and the def2-TZVPD basis", "symbols": ["C", "C", "N", "C", "C", "C", "C", "C", "C", "C", "O", "H", "H", "H", "H", "H", "H", "H", "H", "H", "H", "H", "H", "H", "H", "H", "H", "H", "H", "H", "H"], "positions_angstrom": [[2.2911, -1.0743, -0.7979], [0.8032, -0.8211, -1.1716], [0.0371, -0.0176, -0.2668], [0.7925, 1.0184, 0.2708], [1.5914, 1.9158, -0.7910], [-1.2366, 0.5058, -0.9211], [-2.0949, 1.3913, 0.0181], [-0.5612, -0.9664, 1.0508], [-1.5082, -1.9188, 0.5257], [-0.3928, -0.4583, 2.4065], [0.4611, -1.4464, 1.8044], [2.4332, -1.8856, -0.0872], [2.8078, -1.3291, -1.6761], [2.7417, -0.2249, -0.2956], [0.2942, -1.7154, -1.2931], [0.9048, -0.2710, -2.1128], [0.1257, 1.6728, 0.8150], [1.5548, 0.7419, 1.1144], [2.2415, 1.2169, -1.4776], [0.8832, 2.4281, -1.4954], [2.0975, 2.7627, -0.3253], [-0.9492, 1.1118, -1.7584], [-1.8067, -0.3603, -1.2504], [-2.4418, 0.7893, 1.0173], [-1.6153, 2.3717, 0.2827], [-3.0420, 1.5813, -0.4747], [-2.6209, -1.6774, 0.3795], [-1.5803, -2.7740, 1.2245], [-1.1030, -2.2871, -0.4843], [0.1383, 0.4587, 2.6348], [-1.2460, -0.7389, 3.1344]], "forces_ev_per_a": [[-1.18, -0.30, 1.97], [2.95, 0.54, -1.02], [-2.93, -1.49, 2.13], [3.78, 4.17, 2.01], [-1.00, -1.55, -1.58], [-0.38, 0.55, 1.05], [-0.32, -1.35, 2.17], [1.57, 2.01, -1.32], [-2.44, -2.35, -1.68], [-1.72, 0.09, 0.73], [0.26, -0.54, 0.60], [-0.27, -0.23, -0.04], [0.75, -0.18, -1.17], [0.16, -0.03, -0.40], [-0.70, -1.62, -0.77], [-0.76, -0.20, -0.01], [-0.09, 0.21, -0.06], [-1.37, -0.30, -1.85], [-0.86, 2.00, 1.59], [0.35, -0.58, 0.56], [0.39, -0.60, 0.19], [0.29, 0.04, -0.58], [0.18, 0.15, -0.15], [1.09, 1.60, -2.30], [-0.59, -1.05, -0.22], [-0.01, 0.20, -0.26], [1.81, 0.43, 0.17], [0.46, 0.29, -0.41], [-0.95, 0.07, 1.69], [-0.31, 0.00, -0.05], [1.84, 0.01, -0.96]], "charge": 1, "smiles": "CC[N+](CC)(CC)[C@]1(C)CO1", "lumo_ev": -2.37, "de_lowest_ev": 2.4469, "energy_ev": -13185.482, "molar_mass_g_mol": 158.27, "orbital_gap_ev": 12.595}